{"formula": "C36H83BrN5O7", "method": "ωB97M-V with the def2-TZVPD basis set", "species": ["C", "C", "Br", "C", "N", "C", "C", "C", "O", "C", "N", "C", "N", "C", "C", "C", "C", "N", "N", "H", "H", "H", "H", "H", "H", "H", "H", "H", "H", "H", "H", "H", "H", "H", "H", "H", "H", "H", "H", "H", "H", "H", "C", "C", "O", "C", "C", "H", "H", "H", "H", "H", "H", "H", "H", "H", "H", "C", "C", "O", "C", "C", "H", "H", "H", "H", "H", "H", "H", "H", "H", "H", "C", "C", "O", "C", "C", "H", "H", "H", "H", "H", "H", "H", "H", "H", "H", "C", "C", "O", "C", "C", "H", "H", "H", "H", "H", "H", "H", "H", "H", "H", "C", "C", "O", "C", "C", "H", "H", "H", "H", "H", "H", "H", "H", "H", "H", "C", "C", "O", "C", "C", "H", "H", "H", "H", "H", "H", "H", "H", "H", "H"], "coordinates": [[1.04, -1.68, 4.11], [0.70, -0.22, 3.81], [1.87, 0.95, 4.84], [0.75, 0.10, 2.31], [-0.46, 0.81, 1.87], [-0.39, 2.22, 1.54], [-0.35, 3.00, 2.85], [-1.42, 4.05, 2.98], [-1.36, 2.70, 3.69], [-1.58, 0.10, 1.79], [-1.71, -1.19, 2.05], [-3.01, -1.49, 1.88], [-3.66, -0.40, 1.53], [-5.12, -0.34, 1.27], [-5.73, 0.87, 2.00], [-6.25, 1.94, 1.02], [-7.21, 2.89, 1.71], [-6.67, 3.39, 2.98], [-2.80, 0.63, 1.44], [2.12, -1.80, 4.07], [0.75, -1.88, 5.14], [0.53, -2.35, 3.42], [-0.29, -0.05, 4.23], [1.58, 0.77, 2.14], [0.86, -0.80, 1.72], [0.51, 2.47, 1.00], [-1.29, 2.58, 1.04], [0.61, 3.25, 3.26], [-1.36, 4.63, 3.89], [-2.36, 3.91, 2.48], [-3.42, -2.48, 1.99], [-5.53, -1.22, 1.73], [-5.33, -0.30, 0.20], [-6.54, 0.54, 2.65], [-4.99, 1.35, 2.64], [-6.80, 1.41, 0.24], [-5.42, 2.48, 0.57], [-7.33, 3.76, 1.07], [-8.20, 2.44, 1.82], [-6.80, 2.71, 3.73], [-7.20, 4.21, 3.24], [-3.10, 1.56, 1.21], [-2.49, -4.03, -1.38], [-2.89, -4.94, -0.23], [-4.28, -5.14, -0.13], [-4.95, -5.71, -1.24], [-4.47, -7.10, -1.63], [-3.00, -3.06, -1.30], [-1.41, -3.86, -1.37], [-2.75, -4.45, -2.35], [-2.60, -4.48, 0.71], [-2.35, -5.89, -0.29], [-4.89, -5.02, -2.09], [-6.00, -5.76, -0.96], [-3.42, -7.11, -1.93], [-5.06, -7.48, -2.47], [-4.57, -7.79, -0.79], [-1.07, -11.76, -3.29], [-1.98, -10.55, -3.43], [-1.43, -9.35, -2.89], [-0.21, -8.91, -3.45], [-0.28, -8.62, -4.94], [-0.83, -11.93, -2.24], [-1.57, -12.64, -3.68], [-0.13, -11.64, -3.83], [-2.90, -10.72, -2.88], [-2.26, -10.40, -4.48], [0.59, -9.63, -3.24], [0.05, -8.00, -2.92], [-0.53, -9.51, -5.52], [0.68, -8.25, -5.30], [-1.05, -7.87, -5.15], [6.45, 3.65, 0.94], [5.03, 3.59, 1.49], [4.15, 2.79, 0.72], [4.51, 1.43, 0.56], [4.61, 0.67, 1.88], [6.43, 4.04, -0.08], [7.07, 4.31, 1.55], [6.92, 2.67, 0.91], [4.61, 4.59, 1.50], [5.04, 3.24, 2.53], [5.43, 1.34, -0.01], [3.72, 0.99, -0.05], [5.38, 1.07, 2.53], [4.83, -0.38, 1.69], [3.66, 0.75, 2.41], [-5.90, -1.49, -3.04], [-7.04, -2.09, -2.22], [-7.57, -1.21, -1.25], [-8.13, 0.00, -1.74], [-9.28, -0.20, -2.70], [-5.09, -1.17, -2.38], [-5.51, -2.23, -3.73], [-6.22, -0.63, -3.62], [-6.66, -2.95, -1.67], [-7.83, -2.46, -2.88], [-7.35, 0.62, -2.19], [-8.48, 0.54, -0.85], [-8.98, -0.72, -3.60], [-9.69, 0.77, -3.00], [-10.08, -0.78, -2.23], [5.16, 3.02, -3.75], [6.63, 3.15, -3.36], [7.53, 2.96, -4.43], [7.41, 3.87, -5.52], [7.61, 5.32, -5.14], [4.97, 2.04, -4.20], [4.53, 3.14, -2.87], [4.86, 3.78, -4.48], [6.86, 2.38, -2.63], [6.81, 4.11, -2.87], [6.44, 3.73, -6.02], [8.17, 3.57, -6.23], [6.86, 5.67, -4.43], [7.55, 5.95, -6.03], [8.59, 5.46, -4.68], [6.25, 6.21, 4.61], [7.73, 5.91, 4.45], [8.28, 6.35, 3.22], [8.20, 7.75, 2.97], [8.92, 8.60, 4.01], [5.68, 5.77, 3.80], [5.88, 5.81, 5.56], [6.06, 7.28, 4.61], [7.88, 4.83, 4.47], [8.31, 6.31, 5.29], [7.16, 8.06, 2.87], [8.67, 7.89, 2.00], [8.49, 8.49, 5.00], [8.87, 9.65, 3.73], [9.97, 8.31, 4.07]], "homo_lumo_gap_ev": 8.52, "charge": 1, "energy_ev": -130493.032, "multiplicity": 1, "fmax_ev_per_a": 3.54}